No. 1
Formula: C19H23N7ReS2
Source: the OMol25 dataset
Level of theory: the ωB97M-V functional and the def2-TZVPD basis

Summary:
Frontier orbital gap (spin up / spin down) in eV: 5.7217 / 5.8789
HOMO (spin up / spin down) in eV: -20.52 / -20.55
<S²>: 0.79

ORCA input file:
```
! RIJCOSX wB97M-V def2-TZVPD def2/J DEFGRID3
* xyz 4 2
Re -0.678 0.553 -0.899
S -1.884 2.315 0.252
S -1.474 -0.945 0.790
N -0.943 3.902 2.272
N -0.762 -3.236 1.924
N -2.411 -1.929 -3.837
N 0.758 2.046 -1.168
N 0.578 3.459 0.743
N -1.718 -0.612 -2.236
N 0.962 -2.007 0.948
C 1.911 4.146 -1.140
C 1.161 4.251 1.699
C 1.963 2.803 -3.113
C -1.488 -1.775 -2.883
C -0.722 3.232 1.125
C -0.299 -2.178 1.217
C -0.396 -2.727 -2.615
C -2.188 4.022 2.981
C 1.878 -2.883 1.422
C 0.214 4.511 2.646
C 1.216 1.866 -2.426
C 0.086 -4.197 2.382
C 1.105 3.183 -0.533
C 1.439 -4.013 2.124
C 3.306 -2.602 1.231
C -3.259 -0.864 -3.824
C -0.467 -5.333 3.118
C 2.327 3.972 -2.449
C -2.818 -0.036 -2.832
H 0.304 5.092 3.548
H 2.904 4.737 -2.953
H 2.154 -4.738 2.482
H -1.756 -3.319 2.140
H 2.253 2.626 -4.138
H -1.154 -5.006 3.901
H -2.982 4.380 2.322
H -4.083 -0.771 -4.505
H 0.976 0.917 -2.916
H 0.245 -2.852 -3.492
H -2.500 3.068 3.411
H -2.498 -2.722 -4.462
H 3.568 -2.545 0.174
H -0.817 -3.714 -2.420
H -1.057 -5.979 2.460
H -3.245 0.889 -2.484
H 3.923 -3.359 1.708
H 2.187 4.565 1.673
H 3.550 -1.627 1.659
H 0.310 -5.948 3.564
H 0.219 -2.407 -1.772
H 2.158 5.049 -0.606
H -2.059 4.742 3.788
*
```


No. 2
Formula: C2H3N5O
Source: the OMol25 dataset
Level of theory: the ωB97M-V functional and the def2-TZVPD basis

Summary:
Frontier orbital gap in eV: 9.3280
HOMO in eV: -9.73
Relative energy (zero: lowest compared OMol25 entry of this formula, charge and spin) in kJ/mol: 528.67
SMILES: [H]/N=C/N=c1\[nH]nno1

ORCA input file:
```
! RIJCOSX wB97M-V def2-TZVPD def2/J DEFGRID3
* xyz 0 1
O 1.715 -1.214 0.461
N -1.652 0.833 0.436
N -0.560 -1.279 -0.121
N 2.926 -0.322 0.002
N 1.083 0.775 -0.064
N 2.374 0.806 -0.138
C -1.675 -0.514 -0.103
C 0.553 -0.583 0.071
H -2.532 1.132 0.145
H -2.518 -1.148 -0.824
H 0.286 1.515 0.138
*
```


No. 3
Formula: C17H36Cl2O2PtSi2
Source: the OMol25 dataset
Level of theory: the ωB97M-V functional and the def2-TZVPD basis

Summary:
Frontier orbital gap (spin up / spin down) in eV: 2.9401 / 3.5703
HOMO (spin up / spin down) in eV: 1.83 / -0.40
<S²>: 6.04

ORCA input file:
```
! RIJCOSX wB97M-V def2-TZVPD def2/J DEFGRID3
* xyz -2 5
Pt 1.604 0.508 1.248
Cl 3.213 -0.828 1.111
Cl 2.352 1.928 -0.167
Si 0.115 2.780 2.292
Si 0.384 -0.147 4.115
O -0.232 1.509 0.927
O -2.386 -2.405 0.680
C 0.815 2.421 -3.274
C -2.201 -1.369 -1.737
C 1.490 3.749 3.246
C 0.299 -1.071 -2.151
C 1.126 1.209 3.004
C 0.326 1.124 -2.793
C -2.199 1.679 -2.536
C 1.139 -1.851 3.859
C 0.219 4.116 0.895
C 2.554 -0.105 -2.937
C -1.378 3.071 3.325
C 1.131 -0.038 -2.625
C -1.469 -0.340 4.103
C -1.066 -0.579 -2.085
C 0.763 0.476 5.898
C -1.047 0.802 -2.444
C 0.698 -2.407 -1.792
H 2.840 -1.176 -3.123
H 1.216 4.752 3.296
H -1.908 2.732 -2.479
H 3.177 0.265 -2.112
H -1.206 2.832 4.452
H 2.788 0.467 -3.812
H 1.815 0.701 5.979
H -1.806 -0.941 3.227
H 0.650 -2.299 2.987
H 1.605 3.304 4.272
H -3.131 -0.720 -1.675
H 2.470 3.597 2.698
H -0.122 3.814 -0.102
H -0.042 3.146 -3.462
H -2.333 2.548 3.052
H -1.616 4.195 3.329
H 0.195 1.369 6.109
H 2.265 1.400 3.303
H -2.405 -2.183 -2.454
H 1.261 4.467 0.784
H -2.053 -1.841 -0.620
H -0.402 4.976 1.220
H -2.052 0.627 4.133
H 0.508 -0.278 6.637
H 1.780 -2.547 -1.805
H 0.948 -2.495 4.731
H -2.914 1.460 -1.747
H -2.730 1.543 -3.501
H -0.866 1.524 0.226
H -1.993 -1.430 0.945
H 1.363 2.304 -4.238
H 1.490 2.902 -2.553
H 2.224 -1.801 3.710
H 0.295 -2.634 -0.716
H 0.241 -3.179 -2.446
H -1.850 -0.946 5.003
*
```


No. 4
Formula: C48H121N7O16
Source: the OMol25 dataset
Level of theory: the ωB97M-V functional and the def2-TZVPD basis

Summary:
Frontier orbital gap in eV: 8.9525
HOMO in eV: -8.53
Relative energy (zero: lowest compared OMol25 entry of this formula, charge and spin) in kJ/mol: 795.92
SMILES: COCCNCCOC.COCCNCCOC.COCCNCCOC.COCCNCCOC.COCCNCCOC.COCCNCCOC.COCCNCCOC.CC(C)O.CC(C)O

ORCA input file:
```
! RIJCOSX wB97M-V def2-TZVPD def2/J DEFGRID3
* xyz 0 1
O -4.828 -0.352 -0.391
O 3.186 -6.314 -1.324
O 0.141 -6.671 4.003
O 2.476 -1.951 8.149
O 2.039 5.881 1.375
O -1.579 -0.592 -5.325
O 4.846 -2.714 -2.651
O 4.670 -8.071 -3.939
O -2.260 5.645 2.386
O -0.278 1.454 -0.772
O 2.839 -0.345 4.312
O -3.312 3.372 -2.568
O -3.247 1.340 5.065
O -6.622 6.603 -6.791
O 3.766 4.509 -3.432
O -2.801 -4.394 -0.083
N -3.463 -1.046 -3.075
N 2.566 0.872 6.709
N -6.122 5.990 -3.034
N 5.684 -5.656 -2.729
N 4.093 4.436 0.209
N -0.775 4.026 4.304
N -1.194 -4.212 2.769
C -3.939 4.651 -2.871
C -0.773 -4.361 4.153
C -1.881 3.537 -2.679
C 0.179 -1.000 -0.331
C 2.907 3.840 -4.264
C -2.906 -3.742 -1.328
C 3.795 3.983 -2.140
C 3.273 5.459 2.045
C 1.894 -5.717 -1.516
C -4.154 0.175 -2.557
C 1.335 -0.011 7.073
C 4.054 -1.542 -2.514
C 6.088 -7.742 -3.979
C 4.493 5.385 1.211
C -0.968 0.563 -5.827
C 2.356 1.683 5.548
C -1.516 6.876 2.125
C 0.738 0.422 -0.776
C -3.913 0.260 -1.121
C 1.715 0.946 0.197
C 1.619 -0.822 8.289
C -1.703 4.475 1.829
C -0.001 -8.135 4.139
C -4.673 -0.201 1.012
C -2.687 -4.114 2.435
C -0.940 -5.919 4.511
C 2.069 0.820 4.356
C -0.613 3.867 2.861
C -1.964 3.379 4.799
C 1.901 -5.062 -2.896
C -6.637 5.820 -5.607
C -5.498 4.645 -2.886
C -7.346 5.971 -7.905
C 1.504 -4.844 -0.333
C -3.457 -0.006 4.816
C -2.243 1.846 4.207
C 2.414 -1.287 3.208
C -2.869 -3.477 1.062
C 6.649 -6.814 -2.810
C 6.238 -4.634 -1.835
C -3.833 -1.421 -4.466
C 5.350 -3.454 -1.507
C 2.239 -2.802 6.966
C 4.298 -9.323 -3.394
C -3.040 -0.379 -5.315
C -6.008 6.565 -4.411
C 2.076 7.133 0.954
C 4.407 4.931 -1.140
H -4.866 -1.208 -4.743
H 1.758 7.674 1.845
H -0.325 -0.836 0.621
H 1.809 -5.281 0.618
H 0.624 -1.167 8.570
H 1.532 7.347 0.034
H 1.012 -1.697 -0.238
H -7.652 5.595 -5.281
H 1.398 -1.631 3.404
H -3.438 -0.647 -6.294
H -1.433 4.557 0.776
H 2.000 1.972 -0.034
H 2.411 -5.751 -3.570
H 1.197 -3.096 6.838
H -3.561 -2.473 -4.546
H -4.304 -0.237 4.170
H -0.129 0.255 -6.451
H 2.547 -0.957 2.177
H -2.541 -0.511 4.509
H -5.210 0.084 -2.808
H 3.273 0.181 6.501
H -0.508 -1.368 -1.093
H 3.626 -9.080 -2.571
H 4.369 3.066 -2.271
H 2.571 -2.180 6.135
H -2.419 3.653 1.827
H 0.301 -4.267 4.309
H -7.664 4.946 -7.713
H 6.462 -5.075 -0.863
H 3.848 -1.037 -3.457
H 0.321 4.337 2.552
H 2.998 7.529 0.528
H -1.913 -6.304 4.205
H 6.264 -7.286 -4.954
H -0.858 -5.992 5.596
H -0.583 1.212 -5.041
H 2.587 0.297 0.282
H -3.658 -0.457 1.314
H -5.678 3.928 -3.687
H 4.918 6.287 0.771
H 7.074 -4.117 -2.307
H -3.911 -3.176 0.956
H -3.528 5.362 -2.153
H 3.091 4.542 0.273
H 1.255 0.944 1.185
H -3.120 -3.519 3.238
H -3.524 4.991 -3.820
H -2.899 -0.055 -0.875
H 1.221 0.351 -1.751
H -1.063 1.126 -1.216
H -0.558 -8.425 3.248
H -2.336 -2.527 1.052
H -2.468 -0.874 -3.086
H -0.829 -5.060 2.359
H 1.827 3.973 -4.196
H 6.634 -7.512 -1.973
H 0.992 0.679 4.261
H -2.761 4.095 4.598
H -6.032 4.954 -5.879
H 5.489 4.874 -1.251
H -6.492 7.539 -4.328
H 2.987 2.754 -4.219
H 7.652 -6.613 -3.187
H 6.712 -8.626 -3.845
H 0.573 0.685 7.423
H -2.726 1.806 3.231
H 3.542 6.067 2.909
H -0.435 2.809 2.672
H -3.732 1.032 -3.083
H 3.100 4.239 -5.260
H -0.456 6.708 2.318
H 5.173 -9.817 -2.971
H -0.889 5.026 4.386
H -6.903 5.968 -8.901
H -4.959 6.783 -4.610
H -1.479 4.177 -1.893
H 0.891 -8.731 4.330
H -3.857 -3.230 -1.472
H 3.096 -1.635 -2.003
H -3.252 -5.029 2.611
H 6.026 -2.851 -0.902
H -1.522 7.200 1.084
H 4.451 -3.735 -0.958
H 3.750 -9.924 -4.120
H -1.888 7.642 2.806
H 1.524 2.356 5.758
H -2.685 -4.380 -2.183
H -0.571 -8.403 5.029
H 1.181 -6.533 -1.634
H 1.986 -3.866 -0.310
H -1.834 3.197 5.866
H -1.277 -3.660 4.819
H -2.205 -2.917 -1.462
H 3.051 -2.166 3.311
H 3.893 -5.817 -1.742
H 0.934 -4.743 -3.284
H -5.943 4.164 -2.015
H -5.053 0.759 1.362
H 2.322 1.394 3.465
H 3.374 2.048 5.418
H 2.810 3.631 -1.835
H -7.071 5.965 -2.691
H 3.058 4.495 2.508
H -4.046 1.315 -0.878
H 1.010 -0.715 6.307
H 1.951 -0.165 9.092
H -1.571 2.500 -2.807
H -1.602 1.020 -6.587
H 5.428 -5.379 -3.666
H -8.256 6.560 -8.022
H 4.116 5.965 -1.327
H -5.273 -0.920 1.570
H -3.378 0.641 -5.131
H -1.593 3.970 -3.637
H 2.455 -4.128 -2.801
H -3.598 -0.596 5.722
H -1.283 1.331 4.158
H 0.418 -4.770 -0.262
H 4.710 -0.866 -1.966
H 2.892 -3.668 6.852
H 5.273 4.893 1.794
*
```


No. 5
Formula: C4H4BrNO2S
Source: the OMol25 dataset
Level of theory: the ωB97M-V functional and the def2-TZVPD basis

Summary:
Frontier orbital gap in eV: 9.2145
HOMO in eV: -10.01
Relative energy (zero: lowest compared OMol25 entry of this formula, charge and spin) in kJ/mol: 91.94
SMILES: CC1=CN=C(Br)S1(=O)=O

ORCA input file:
```
! RIJCOSX wB97M-V def2-TZVPD def2/J DEFGRID3
* xyz 0 1
Br -3.859 0.451 -0.118
S -0.766 -1.032 0.077
O -0.847 -1.901 -1.078
O -0.603 -1.742 1.341
N -1.355 1.534 0.406
C 0.565 0.196 0.014
C 0.058 1.336 0.372
C -2.075 0.520 0.245
C 1.848 -0.295 -0.327
H 0.520 2.321 0.348
H 1.542 -1.384 -0.778
H 2.399 0.297 -1.009
H 2.572 -0.299 0.506
*
```


No. 6
Formula: C6H12O
Source: the OMol25 dataset
Level of theory: the ωB97M-V functional and the def2-TZVPD basis

Summary:
Frontier orbital gap in eV: 9.0281
HOMO in eV: -8.09
Relative energy (zero: lowest compared OMol25 entry of this formula, charge and spin) in kJ/mol: 303.48

ORCA input file:
```
! RIJCOSX wB97M-V def2-TZVPD def2/J DEFGRID3
* xyz 0 1
O 2.505 1.239 0.761
C 1.446 0.492 0.405
C -1.166 -1.019 -1.173
C -1.072 0.553 0.692
C 0.244 1.088 0.183
C 1.908 -0.917 0.294
C -1.971 -0.035 -0.375
H 0.271 2.174 0.067
H 2.158 -1.404 1.229
H -2.258 0.769 -1.054
H -2.875 -0.396 0.117
H -1.005 -1.972 -0.572
H 2.142 2.127 0.812
H 2.822 -1.036 -0.301
H -1.634 -1.332 -2.114
H -0.852 -0.206 1.450
H -0.158 0.000 -1.461
H 1.124 -1.474 -0.168
H -1.629 1.348 1.208
*
```


no.,F_max (eV/Å),E (eV),molar mass (g mol⁻¹)
1,3.69,-54266.9882,599.8
2,7.46,-11615.3506,113.1
3,5.86,-66349.8926,594.6
4,4.94,-94911.2373,1052.5
5,3.85,-90672.2491,210.1
6,4.60,-8461.2085,100.2